[1]
{"formula": "C7H12BNO3", "method": "ωB97M-V with the def2-TZVPD basis set", "charge": 0, "e_lumo_ev": 0.28, "orbital_gap_ha": 0.337, "smiles": "CCc1noc(CC)c1B(O)O", "symbols": ["B", "C", "C", "C", "C", "C", "C", "C", "N", "O", "O", "O", "H", "H", "H", "H", "H", "H", "H", "H", "H", "H", "H", "H"], "coordinates": [[0.37956, -1.65680, 0.50525], [-0.09867, -0.29826, 0.21383], [-1.28250, 0.34872, -0.05680], [0.94373, 0.83909, 0.15089], [-3.52807, 0.70983, 0.75900], [3.12763, 1.74684, -0.63405], [-2.71491, -0.14048, -0.16453], [2.34835, 1.21644, 0.54207], [-1.04444, 1.65282, -0.22377], [0.26111, 1.87262, -0.09458], [1.65860, -1.76998, 0.94808], [-0.39151, -2.78290, 0.26464], [-3.32778, 0.19296, 1.82762], [-4.61816, 0.70126, 0.64361], [-3.23322, 1.71725, 0.77616], [3.62601, 0.94449, -1.38808], [3.97724, 2.30161, -0.36455], [2.37099, 2.33135, -1.18497], [-3.09687, -0.20498, -1.24716], [-2.84315, -1.20942, 0.17772], [2.19544, 1.97163, 1.29602], [2.82738, 0.46347, 1.14535], [2.03780, -2.60726, 0.84333], [-0.06122, -3.63808, 0.58592]], "nbo_charge": [1.082, -0.559, 0.195, 0.448, -0.593, -0.596, -0.445, -0.475, -0.187, -0.257, -0.883, -0.891, 0.192, 0.211, 0.225, 0.205, 0.215, 0.218, 0.226, 0.228, 0.229, 0.243, 0.482, 0.486]}

***

[2]
{"formula": "C4H6N2O", "method": "ωB97M-V with the def2-TZVPD basis set", "charge": 0, "e_lumo_ev": [-0.22, -0.22], "orbital_gap_ha": [0.284, 0.284], "symbols": ["N", "C", "C", "O", "N", "C", "C", "H", "H", "H", "H", "H", "H"], "coordinates": [[-1.81278, 0.47671, 0.35590], [-0.48140, 0.36119, 0.42461], [0.01021, -0.96828, 0.21369], [-0.75069, -1.93315, -0.06484], [1.35930, -0.84370, -0.09255], [1.73033, 0.47625, 0.04280], [0.63596, 1.25670, 0.26979], [-2.16806, -0.41053, -0.55689], [-2.08471, 1.41518, 0.05185], [-1.83194, -1.29157, -0.85363], [1.98315, -1.62516, -0.20851], [2.77533, 0.75730, 0.00812], [0.63529, 2.32907, 0.40965]], "nbo_charge": [-0.607, 0.066, 0.478, -0.546, -0.570, 0.012, -0.350, 0.136, 0.367, 0.148, 0.420, 0.216, 0.230]}